Entry 1:
{"formula": "C17H24N4O3", "method": "wB97M-V/def2-TZVPD", "species": ["N", "C", "C", "C", "C", "C", "N", "C", "O", "C", "N", "C", "C", "C", "N", "C", "C", "C", "C", "C", "C", "C", "O", "O", "H", "H", "H", "H", "H", "H", "H", "H", "H", "H", "H", "H", "H", "H", "H", "H", "H", "H", "H", "H", "H", "H", "H", "H"], "coordinates": [[-4.93829, -2.01977, 0.86748], [-4.34210, -0.77739, 0.55072], [-2.95380, -0.94454, -0.07135], [-2.32930, 0.39423, -0.50305], [-1.17363, 0.16639, -1.48615], [-0.12213, 1.24568, -1.76086], [0.86168, 1.40949, -0.70821], [0.66685, 2.06345, 0.50700], [-0.34994, 2.65677, 0.80484], [1.88896, 2.08687, 1.44896], [1.72406, 3.24343, 2.32258], [1.95232, 0.58967, 2.27129], [1.43857, -0.72169, 1.51292], [0.37330, -1.54497, 1.76301], [0.26752, -2.35969, 0.63631], [1.30364, -2.17660, -0.23602], [1.80116, -2.82474, -1.41430], [2.97994, -2.35957, -2.03119], [3.72249, -1.26274, -1.50107], [3.25832, -0.68613, -0.38813], [2.00358, -1.18334, 0.24752], [-0.71624, 2.59970, -1.83394], [-1.87488, 2.93643, -1.90985], [0.28377, 3.48175, -1.83498], [-4.40966, -2.52245, 1.65913], [-5.07551, -2.71232, 0.04632], [-5.05695, -0.26269, -0.11616], [-4.45852, -0.12649, 1.42714], [-2.11666, -1.54954, 0.55036], [-3.07600, -1.57506, -0.98593], [-3.02437, 1.04912, -0.98747], [-1.82396, 0.85788, 0.37801], [-1.53708, -0.36495, -2.44207], [-0.55743, -0.69240, -1.00442], [0.41972, 1.07637, -2.74431], [1.50334, 0.57102, -0.67713], [2.73990, 2.17938, 0.80764], [2.50877, 3.29710, 3.07108], [0.98645, 3.02590, 3.02720], [1.42387, 0.83328, 3.18245], [2.97672, 0.52026, 2.65244], [-0.16605, -1.43560, 2.60717], [-0.14223, -3.17087, 0.67033], [1.40869, -3.72348, -1.83070], [3.35344, -2.81205, -2.89531], [4.68596, -1.06772, -1.99271], [3.79672, 0.16812, 0.09010], [-0.08505, 4.42453, -1.74669]], "forces_ev_per_a": [[-0.47, -3.92, 0.94], [-0.08, 0.48, -0.43], [1.70, -0.18, -0.15], [1.69, -0.32, 0.52], [0.96, -3.50, -0.39], [-0.66, -0.03, 0.01], [1.76, -2.31, 1.05], [0.00, -0.19, -0.44], [0.06, -0.21, -0.24], [-1.34, -2.23, 0.65], [1.37, -0.64, 3.10], [-0.23, 0.60, -1.42], [1.00, 1.86, 0.42], [3.61, 1.40, -3.50], [1.14, 3.04, 0.60], [-0.48, -2.36, -1.78], [1.23, 0.49, -0.45], [-1.79, 0.62, 2.23], [0.21, -1.48, -1.30], [-1.37, 0.93, 2.45], [5.12, 5.01, 1.50], [-1.41, 1.84, -0.73], [0.52, -0.54, -0.14], [-0.19, 2.96, -0.11], [-1.11, 0.91, -1.89], [0.63, 1.76, 1.87], [0.66, -0.16, -0.43], [0.87, -0.18, 0.12], [-2.30, 1.37, -0.89], [-0.09, 0.30, 0.51], [-0.60, 0.47, 0.24], [-0.97, 0.10, -0.50], [0.37, 1.21, 1.07], [-0.84, 1.26, -0.81], [-0.53, 0.02, 1.21], [-0.82, 1.81, 0.08], [0.77, 0.18, -0.06], [-0.88, -0.15, -2.15], [-0.12, 0.28, -1.30], [-0.80, -0.41, 0.11], [0.11, -0.39, -0.52], [-2.47, -0.51, 2.19], [-3.16, -5.33, 0.22], [-0.73, -0.40, -0.12], [0.29, -0.93, -1.14], [-0.55, 0.44, 0.43], [-0.53, -0.88, -0.35], [0.45, -2.05, -0.28]], "max_force_ev_per_a": 7.32, "homo_energy_ev": -8.545, "smiles": "NCCCC[C@H](NC(=O)[C@@H](N)Cc1c[nH]c2ccccc12)C(=O)O", "lumo_energy_ev": 0.52, "gap_ha": 0.3330, "energy_ha": -1106.86148}

---

Entry 2:
{"formula": "C17H25BrN2OS", "method": "wB97M-V/def2-TZVPD", "species": ["C", "C", "C", "C", "N", "C", "C", "C", "O", "N", "C", "C", "S", "C", "C", "C", "C", "Br", "C", "C", "C", "C", "H", "H", "H", "H", "H", "H", "H", "H", "H", "H", "H", "H", "H", "H", "H", "H", "H", "H", "H", "H", "H", "H", "H", "H", "H"], "coordinates": [[-4.44886, -4.34854, 0.75555], [-4.07773, -3.20767, -0.18729], [-5.02505, -3.15598, -1.38114], [-4.10596, -1.86799, 0.56555], [-3.67557, -0.78064, -0.29581], [-4.45527, 0.42996, -0.22044], [-4.28161, 1.25971, 1.06867], [-3.08174, 2.17888, 1.00522], [-3.19745, 3.39078, 1.02186], [-1.86005, 1.59198, 0.91998], [-0.71544, 2.47637, 0.88074], [-0.45667, 3.05143, -0.50887], [-0.01384, 1.78941, -1.74808], [1.43779, 1.03630, -1.07788], [1.67211, -0.29495, -1.41607], [2.79508, -0.94822, -0.95095], [3.68495, -0.26663, -0.13550], [5.22738, -1.16619, 0.53104], [3.46986, 1.05816, 0.20359], [2.34892, 1.71163, -0.27426], [-1.65792, 0.15721, 0.91095], [-2.25212, -0.55096, -0.32406], [-4.42557, -5.29904, 0.22821], [-3.75415, -4.40363, 1.59128], [-5.45156, -4.20190, 1.15199], [-3.06161, -3.37564, -0.55860], [-4.77586, -2.30652, -2.01079], [-4.94940, -4.06649, -1.97052], [-6.05376, -3.04923, -1.04350], [-5.13241, -1.67733, 0.88648], [-3.48720, -1.95692, 1.47110], [-5.50686, 0.15159, -0.32334], [-4.19149, 1.05234, -1.08174], [-4.20339, 0.59309, 1.93001], [-5.15389, 1.89956, 1.20781], [-0.92656, 3.32306, 1.54423], [0.16270, 1.94174, 1.24998], [0.32098, 3.81352, -0.47995], [-1.37209, 3.49904, -0.89410], [0.96522, -0.80909, -2.04850], [2.97638, -1.97904, -1.21279], [4.17581, 1.58123, 0.83019], [2.20300, 2.75026, -0.02265], [-0.58184, -0.02562, 0.92613], [-2.08046, -0.27915, 1.82410], [-1.75876, -1.51925, -0.43072], [-2.02344, 0.04643, -1.21126]], "forces_ev_per_a": [[0.22, 0.17, -0.17], [-0.29, 0.05, 0.16], [0.31, 0.00, 0.10], [0.22, -0.25, -0.30], [-0.11, -0.01, -0.01], [-0.07, 0.02, 0.13], [-0.14, 0.08, -0.20], [-0.15, -0.30, 0.20], [-0.14, 0.43, -0.08], [0.25, 0.12, -0.02], [0.01, 0.43, 0.04], [0.27, -0.42, -0.06], [-0.02, 0.27, -0.08], [-0.19, 0.14, -0.03], [-0.07, 0.23, 0.06], [0.23, -0.03, 0.09], [0.17, -0.12, 0.08], [-0.20, 0.11, -0.09], [0.15, -0.14, 0.05], [-0.05, -0.10, -0.09], [-0.19, -0.45, -0.23], [0.13, 0.00, 0.12], [-0.03, -0.14, 0.00], [0.04, -0.06, 0.13], [-0.15, -0.01, 0.07], [0.03, 0.03, 0.02], [-0.04, 0.06, -0.12], [-0.05, -0.10, -0.09], [-0.19, 0.00, 0.04], [-0.05, 0.00, 0.08], [-0.08, 0.04, 0.06], [0.03, 0.08, -0.02], [-0.09, 0.03, -0.01], [-0.04, -0.04, 0.05], [0.12, 0.01, 0.06], [0.14, -0.14, -0.04], [-0.11, 0.04, -0.01], [-0.07, 0.09, 0.02], [0.04, 0.06, 0.01], [-0.09, -0.12, -0.06], [0.03, -0.08, -0.01], [0.06, 0.01, 0.05], [-0.04, 0.09, 0.02], [-0.07, 0.05, 0.04], [0.12, -0.06, -0.04], [0.06, -0.02, -0.04], [0.11, -0.10, 0.12]], "max_force_ev_per_a": 0.54, "homo_energy_ev": -8.281, "smiles": "CC(C)CN1CCC(=O)N(CCSc2ccc(Br)cc2)CC1", "lumo_energy_ev": 0.63, "gap_ha": 0.3273, "energy_ha": -3819.75300}

---

Entry 3:
{"formula": "C17H25CdN5O", "method": "wB97M-V/def2-TZVPD", "species": ["Cd", "O", "C", "C", "C", "C", "C", "C", "C", "C", "N", "H", "H", "H", "H", "H", "H", "H", "H", "H", "H", "H", "N", "C", "N", "C", "C", "C", "C", "C", "H", "H", "H", "H", "H", "H", "H", "H", "H", "H", "N", "C", "C", "N", "C", "H", "H", "H", "H"], "coordinates": [[-0.24434, -1.65374, -0.64149], [2.05321, -2.03987, -1.01911], [2.77033, -1.97429, 0.23845], [2.73762, -3.28965, 1.00669], [1.31823, -3.81239, 1.30131], [0.50671, -2.87844, 2.15284], [0.42854, -3.01882, 3.53286], [-0.32426, -2.12203, 4.27067], [-0.97202, -1.08055, 3.61657], [-0.84565, -0.98923, 2.24841], [-0.13597, -1.87477, 1.52743], [2.56223, -2.58634, -1.62859], [2.29458, -1.17650, 0.80772], [3.80266, -1.68339, 0.04650], [3.28027, -3.14356, 1.94266], [3.27288, -4.05654, 0.44282], [1.40252, -4.77807, 1.79699], [0.79131, -3.98168, 0.35647], [0.95189, -3.83027, 4.02014], [-0.40813, -2.22927, 5.34399], [-1.56399, -0.35664, 4.15804], [-1.31503, -0.18618, 1.69217], [-0.09233, 0.42722, -0.90647], [0.04594, 1.58112, -0.96997], [0.19826, 2.85501, -1.03990], [1.34619, 3.52846, -0.37535], [1.38314, 4.98969, -0.79758], [1.38508, 5.12185, -2.32261], [0.20699, 4.36250, -2.97930], [-0.66001, 3.66005, -1.94161], [2.26921, 3.03114, -0.68101], [1.24434, 3.43672, 0.70686], [2.28646, 5.43981, -0.38813], [0.53773, 5.52312, -0.36034], [2.32969, 4.73192, -2.70466], [1.35032, 6.17699, -2.58714], [0.58188, 3.61729, -3.68246], [-0.43051, 5.04009, -3.54667], [-1.38131, 2.99678, -2.41563], [-1.21142, 4.37904, -1.33672], [-4.44377, -2.28978, -0.39134], [-4.43901, -1.68081, -1.61945], [-3.13042, -1.53956, -1.95563], [-2.34819, -2.05526, -0.94058], [-3.17875, -2.49877, -0.00979], [-5.26701, -2.55602, 0.12543], [-5.33981, -1.42013, -2.14616], [-2.70765, -1.13081, -2.85685], [-2.89861, -2.98546, 0.90949]], "forces_ev_per_a": [[0.34, -0.48, -0.29], [-0.22, -0.03, 0.21], [0.17, -0.17, 0.29], [-0.23, 0.09, -0.15], [0.14, 0.12, 0.03], [-0.02, -0.03, 0.02], [0.03, 0.03, -0.02], [-0.02, 0.04, -0.03], [0.01, -0.01, 0.02], [0.03, -0.01, 0.06], [0.10, -0.17, 0.69], [-0.16, -0.04, -0.18], [0.03, 0.05, -0.05], [-0.04, 0.06, -0.07], [0.03, 0.00, 0.00], [0.04, 0.00, 0.03], [-0.05, -0.03, -0.03], [-0.02, -0.12, 0.02], [-0.01, -0.02, -0.03], [0.02, 0.00, 0.00], [0.01, 0.01, -0.01], [-0.04, -0.02, 0.01], [0.15, 1.04, -0.13], [0.05, -0.21, -0.03], [-0.08, 0.11, -0.05], [0.25, 0.11, 0.16], [-0.05, -0.07, -0.18], [-0.06, -0.02, 0.06], [0.04, -0.05, 0.09], [-0.04, 0.18, -0.25], [-0.04, -0.04, -0.03], [-0.06, -0.05, -0.03], [-0.01, -0.02, 0.08], [0.01, 0.03, 0.02], [0.01, 0.03, -0.02], [0.03, -0.01, -0.02], [-0.02, 0.02, -0.02], [-0.01, -0.01, 0.00], [0.00, -0.04, 0.06], [-0.02, -0.06, 0.06], [-0.01, -0.01, 0.02], [0.14, 0.00, -0.16], [-0.15, -0.02, -0.04], [-0.28, -0.13, -0.14], [0.02, -0.08, -0.09], [0.00, -0.03, 0.05], [-0.01, -0.01, 0.03], [0.00, 0.04, 0.03], [-0.02, 0.04, 0.02]], "max_force_ev_per_a": 1.05, "homo_energy_ev": -15.149, "lumo_energy_ev": -5.70, "total_charge": 2, "gap_ha": 0.3474, "energy_ha": -1179.07233}

---

Entry 4:
{"formula": "C17H25Cl5N7O3PdS", "method": "wB97M-V/def2-TZVPD", "species": ["Pd", "Cl", "C", "C", "Cl", "C", "Cl", "C", "O", "C", "Cl", "C", "Cl", "C", "N", "C", "C", "N", "N", "C", "N", "N", "H", "H", "H", "H", "H", "H", "H", "H", "H", "H", "H", "N", "C", "N", "C", "C", "O", "C", "C", "H", "H", "H", "H", "H", "H", "H", "H", "C", "S", "C", "O", "H", "H", "H", "H", "H", "H"], "coordinates": [[-0.62851, -1.29886, 0.17772], [0.86546, -1.70951, -7.62122], [0.65056, -1.34134, -6.03732], [-0.07979, -2.28001, -5.20639], [-0.67929, -3.70771, -5.89352], [-0.27029, -1.99078, -3.89550], [-1.10964, -2.99915, -2.85416], [0.27342, -0.71594, -3.30679], [0.12457, -0.42863, -2.14870], [1.02327, 0.21193, -4.23045], [1.61918, 1.61446, -3.54648], [1.19882, -0.09961, -5.54027], [2.03941, 0.92570, -6.59290], [3.43887, -3.39419, 3.07515], [2.97527, -2.68051, 1.87891], [3.96998, -1.99386, 1.05798], [1.67564, -2.52077, 1.60827], [1.22961, -1.78582, 0.62472], [0.80306, -3.19891, 2.44252], [-0.55848, -3.34751, 2.31958], [-1.12525, -4.14990, 3.23233], [-1.22931, -2.74284, 1.39215], [4.52201, -3.35560, 3.09795], [3.15629, -4.44835, 3.04627], [3.07847, -2.92087, 3.99110], [4.93335, -2.46789, 1.21305], [4.04967, -0.93683, 1.32077], [3.73546, -2.09935, -0.00200], [1.95329, -1.30361, 0.11194], [1.22622, -3.68223, 3.21740], [-0.58410, -4.72275, 3.85777], [-2.11674, -4.31891, 3.21758], [-2.22589, -2.91135, 1.38516], [-0.20880, 1.00974, 0.50242], [-0.26979, 2.15378, 0.70179], [-0.34209, 3.42303, 0.96669], [-0.84717, 3.91611, 2.26770], [0.17428, 4.87378, 2.85586], [0.48026, 5.89429, 1.92855], [1.09856, 5.37740, 0.77150], [0.14240, 4.45686, 0.03103], [-1.02153, 3.06537, 2.92436], [-1.79106, 4.43626, 2.09308], [1.08625, 4.33184, 3.13726], [-0.23295, 5.35730, 3.74155], [2.01436, 4.83449, 1.04003], [1.36503, 6.22555, 0.14359], [0.63278, 3.97009, -0.81120], [-0.71698, 5.02519, -0.33095], [-5.01967, -0.08649, -0.07078], [-3.30202, 0.36296, 0.02801], [-3.15493, 1.27749, -1.49380], [-2.59999, -0.98647, -0.25670], [-5.61016, 0.82895, -0.03343], [-5.25088, -0.70157, 0.79571], [-5.19612, -0.63332, -0.99541], [-3.72043, 2.20378, -1.38767], [-3.54533, 0.68089, -2.31666], [-2.09858, 1.50418, -1.62513]], "forces_ev_per_a": [[-0.01, 0.61, 0.94], [0.00, -0.01, -0.04], [-0.01, -0.01, 0.04], [-0.01, -0.02, -0.02], [0.01, 0.01, 0.00], [0.01, 0.07, 0.06], [0.03, 0.05, -0.02], [-0.01, 0.03, -0.03], [0.07, -0.09, -0.33], [-0.01, -0.07, -0.01], [0.01, 0.02, 0.01], [-0.01, 0.00, 0.02], [0.01, 0.01, -0.01], [-0.02, -0.02, -0.02], [0.05, 0.01, 0.03], [0.00, -0.01, -0.02], [-0.02, -0.04, 0.01], [-0.03, -0.01, -0.06], [0.07, 0.01, 0.00], [-0.11, -0.02, -0.08], [0.02, -0.01, 0.01], [0.00, -0.23, -0.11], [0.01, 0.00, 0.00], [0.00, 0.00, 0.00], [-0.01, -0.01, -0.01], [0.01, 0.02, 0.03], [-0.02, 0.00, -0.02], [0.02, -0.03, 0.01], [-0.07, 0.06, 0.08], [0.01, 0.00, 0.00], [0.00, 0.01, 0.00], [-0.01, 0.01, 0.00], [-0.01, -0.08, -0.01], [-0.02, -0.18, -0.55], [0.06, -0.02, 0.17], [0.00, -0.04, 0.01], [-0.03, -0.02, 0.01], [0.04, 0.04, 0.00], [0.00, -0.03, -0.02], [0.02, 0.04, 0.06], [-0.01, -0.02, -0.04], [0.00, 0.00, 0.00], [0.01, 0.00, -0.01], [-0.01, -0.01, 0.00], [-0.01, -0.01, 0.00], [0.00, 0.00, -0.01], [-0.01, -0.01, -0.01], [0.00, 0.00, 0.00], [0.00, 0.00, 0.01], [0.00, -0.01, 0.00], [0.00, 0.01, 0.13], [-0.03, 0.03, 0.00], [0.03, -0.05, -0.18], [-0.01, 0.00, 0.00], [0.00, 0.00, 0.01], [-0.01, 0.00, 0.00], [0.00, 0.00, -0.02], [0.01, -0.01, -0.01], [0.01, 0.01, -0.01]], "max_force_ev_per_a": 1.12, "homo_energy_ev": -15.923, "lumo_energy_ev": -11.89, "total_charge": 3, "gap_ha": 0.1481, "energy_ha": -4097.84484}